#one
{
  "formula": "C5H36N2O13",
  "method": "wB97M-V/def2-TZVPD",
  "species": ["O", "C", "N", "C", "C", "C", "N", "C", "H", "H", "H", "H", "H", "H", "H", "H", "H", "H", "H", "H", "H", "H", "O", "H", "H", "O", "H", "H", "O", "H", "H", "O", "H", "H", "O", "H", "H", "O", "H", "H", "O", "H", "H", "O", "H", "H", "O", "H", "H", "O", "H", "H", "O", "H", "H", "O"],
  "coordinates": [[-0.8306, 1.1257, 1.7284], [-0.8427, 0.7901, 0.5597], [-0.1148, 1.3792, -0.4424], [0.3015, 0.5941, -1.5976], [1.8175, 0.7122, -1.8988], [-1.7986, -0.3748, 0.1445], [-2.7626, 0.1680, -0.8419], [-4.2350, -0.1670, -0.7370], [0.5407, 2.1032, -0.1304], [0.0654, -0.4953, -1.3582], [-0.3006, 0.6998, -2.5622], [2.0572, 1.6336, -2.3817], [2.2893, 0.5691, -0.9638], [2.2026, -0.1243, -2.3912], [-1.3590, -1.2924, -0.2551], [-2.3923, -0.5904, 1.0874], [-2.5420, 0.9352, -1.3859], [-4.6628, -0.1577, -1.7720], [-4.3927, -1.0306, -0.1633], [-4.7378, 0.6003, -0.1839], [1.4096, 1.2165, 4.0643], [0.0050, 1.3720, 3.2169], [0.5452, 0.8452, 3.8343], [1.5639, -3.3621, -1.6685], [0.1614, -3.1050, -1.0782], [0.9615, -2.6485, -1.3605], [2.3726, -0.0642, 1.3030], [3.4722, -1.1519, 0.7698], [2.8944, -0.8350, 1.4552], [3.1706, 3.0382, 1.5471], [2.8019, 2.8612, -0.0635], [2.9582, 2.4901, 0.8117], [4.6988, -1.4756, -1.3607], [5.0317, -1.0292, 0.1332], [4.5899, -0.7734, -0.6788], [-1.7330, 1.5032, -3.0279], [-2.5355, 1.3089, -4.4166], [-2.5636, 1.5209, -3.4917], [-0.5202, 3.5614, 2.3709], [-1.5057, 3.1295, 3.5000], [-0.6830, 3.6154, 3.3095], [-2.1215, -2.5669, -3.4455], [-2.3490, -1.8554, -2.1314], [-2.5492, -2.6526, -2.6031], [-1.1647, -1.4885, 3.7716], [-0.3999, -0.4093, 3.0821], [-0.5567, -1.3994, 3.0269], [2.1739, -2.3145, 2.2278], [0.7476, -2.2816, 2.7542], [1.4332, -2.9036, 2.3695], [0.8871, -3.9514, 0.9301], [-0.2814, -5.0713, 0.7048], [0.3776, -4.5136, 0.3299], [-0.3038, 4.8147, -1.9658], [-1.0250, 3.4613, -1.2535], [-0.2669, 4.0364, -1.4219]]
}

#two
{
  "formula": "C5H36N2O13",
  "method": "wB97M-V/def2-TZVPD",
  "species": ["C", "O", "C", "C", "C", "C", "N", "N", "H", "H", "H", "H", "H", "H", "H", "H", "H", "H", "H", "H", "H", "H", "O", "H", "H", "O", "H", "H", "O", "H", "H", "O", "H", "H", "O", "H", "H", "O", "H", "H", "O", "H", "H", "O", "H", "H", "O", "H", "H", "O", "H", "H", "O", "H", "H", "O"],
  "coordinates": [[-1.8393, -0.2103, 1.1065], [-2.5848, -0.1499, -0.1068], [-0.3906, 0.1591, 0.8929], [0.4195, -0.9275, -0.0323], [1.5228, -0.1752, -0.7561], [1.3209, 0.9675, -1.4057], [2.8089, -0.6852, -0.6256], [0.1986, 0.2444, 2.2359], [-2.3876, 0.4993, 1.6850], [-2.2120, -1.1544, 1.5264], [-2.3707, -0.8455, -0.7474], [-0.5383, 1.1249, 0.3229], [0.8679, -1.6412, 0.6288], [-0.3878, -1.3985, -0.6420], [2.1072, 1.4254, -2.0536], [0.3663, 1.3558, -1.6449], [3.5963, -0.3561, -1.1233], [2.8395, -1.5802, -0.1543], [1.2035, 0.2449, 2.1919], [-0.0445, 0.9786, 2.8384], [-1.9418, 3.1039, -1.4689], [-2.0424, 4.3197, -0.5573], [-1.4040, 3.6618, -0.8443], [-1.7220, -2.2614, -2.3877], [-3.1086, -2.8175, -1.7998], [-2.1728, -2.6910, -1.6277], [-0.7987, -0.1051, -3.0701], [-0.0186, -1.3931, -2.5382], [-0.7836, -1.0604, -3.0649], [3.0461, 3.4835, 1.3434], [4.0655, 2.2930, 1.1648], [3.4848, 2.7428, 1.7694], [-3.3203, 1.8005, -2.3959], [-2.5269, 1.2153, -1.1480], [-2.4459, 1.5339, -2.0843], [-0.2419, 3.0361, 1.0717], [1.0334, 2.8839, 1.7940], [0.0776, 2.9049, 1.9779], [-1.3207, 2.9474, 3.3645], [-2.0028, 1.7333, 2.7179], [-2.1663, 2.5519, 3.1705], [-1.2310, -2.7803, 3.8357], [-0.6219, -1.8443, 2.8676], [-0.3526, -2.5804, 3.4956], [1.1499, -3.0438, -2.1388], [1.3661, -2.8350, -3.6510], [1.5104, -2.4226, -2.7995], [0.6333, -4.9852, -0.9027], [-0.6312, -4.1705, -1.4944], [0.2617, -4.5229, -1.6499], [1.6211, -2.8437, 1.9130], [2.4106, -4.2382, 1.6280], [2.1275, -3.3799, 1.2979], [0.3498, 3.9152, -0.5157], [1.9444, 3.8279, -1.0000], [1.2758, 4.1446, -0.4096]]
}

Going by the computed energies, the most stable comes first: #two, #one.

#one
{
  "formula": "C5H8S",
  "method": "wB97M-V/def2-TZVPD",
  "species": ["C", "C", "C", "C", "H", "H", "H", "H", "H", "H", "C", "S", "H", "H"],
  "coordinates": [[-1.7750, 0.7119, -1.1840], [-1.4480, -0.3287, -0.4678], [-0.6809, -0.2605, 0.7366], [-0.0549, -1.3663, 1.0650], [-2.2177, 0.6073, -2.1341], [-1.6841, 1.7165, -0.8748], [-1.5937, -1.2429, -0.8936], [-0.3436, 0.7219, 1.1144], [-0.2843, -2.3438, 0.6059], [0.8178, -1.4850, 1.9109], [2.5037, -0.7602, -0.9871], [3.0387, -0.0753, 0.3391], [2.3975, -1.8689, -1.0012], [2.3184, -0.3158, -1.8821]],
  "smiles": "C=CC=C.C=S"
}

#two
{
  "formula": "C5H8S",
  "method": "wB97M-V/def2-TZVPD",
  "species": ["C", "C", "C", "C", "C", "H", "H", "H", "H", "H", "H", "H", "H", "S"],
  "coordinates": [[-0.5241, 1.6995, -0.1395], [-0.1587, 0.3915, 0.5003], [-0.7582, -0.8468, -0.1809], [0.5688, -1.5823, -0.0531], [1.1643, -0.2596, 0.2118], [0.1212, 2.5655, 0.2437], [-0.4655, 1.6400, -1.2725], [-1.5235, 1.9944, 0.0783], [-0.2949, 0.3106, 1.5869], [-0.8905, -0.5802, -1.2356], [-1.6678, -1.3899, 0.1865], [1.1768, -2.1786, -0.8001], [0.6042, -2.1326, 0.9139], [2.6480, 0.3686, -0.0397]]
}

Going by the computed energies, the most stable comes first: #two, #one.

#one
{
  "formula": "C5H8S",
  "method": "wB97M-V/def2-TZVPD",
  "species": ["C", "C", "C", "C", "S", "C", "H", "H", "H", "H", "H", "H", "H", "H"],
  "coordinates": [[-1.9193, -0.2557, -0.0645], [-0.4081, 0.0886, -0.0784], [0.3519, 1.1231, -0.1902], [1.7532, 0.9388, 0.0746], [2.0445, -0.7503, -0.1581], [0.4185, -1.2952, 0.0617], [-2.6605, 0.5674, 0.1284], [-2.0910, -1.0082, 0.7016], [-2.2011, -0.6549, -1.1645], [-0.1223, 2.0214, -0.2920], [2.0048, 1.2236, 1.2553], [2.5401, 1.6885, -0.5000], [-0.0477, -1.7941, 0.9898], [0.3371, -1.8931, -0.7636]],
  "smiles": "CC1=CCSC1"
}

#two
{
  "formula": "C5H8S",
  "method": "wB97M-V/def2-TZVPD",
  "species": ["C", "C", "C", "S", "H", "H", "H", "H", "H", "H", "C", "C", "H", "H"],
  "coordinates": [[-0.9562, -0.3191, 0.9853], [-0.6649, 0.7319, 0.0181], [-0.8433, 0.5155, -1.4153], [-0.0931, 2.2471, 0.4875], [-1.9956, -0.3463, 1.0419], [-0.4010, -0.0255, 1.9327], [-0.5964, -1.2593, 0.7887], [-1.7594, 0.9264, -1.7318], [-0.9379, -0.5371, -1.6319], [-0.0130, 0.9863, -1.8802], [1.7441, -0.6961, -0.1644], [2.3557, -0.6698, 0.8506], [1.4008, -0.8395, -1.1328], [2.7601, -0.7145, 1.8516]],
  "smiles": "CC(C)=S.C#C"
}

Going by the computed energies, the most stable comes first: #one, #two.